Entry 1:
Density functional theory data (ωB97M-V/def2-TZVPD) for a structure of composition C33H46BrN3P2SeTi.

Summary:
**HOMO-LUMO gap (alpha / beta)**: 6.7 / 4.9 eV
**Highest occupied orbital energy (alpha / beta)**: -13.2 / -13.4 eV
**Spin multiplicity**: 3
**Total charge**: +2

Atoms and positions in Å:
C 2.8441 4.5968 -0.9271
C 1.8101 3.7548 -1.3766
C 1.5333 3.6332 -2.7523
C 2.3555 4.3406 -3.6313
N 3.3421 5.1182 -3.1960
C 3.6032 5.2589 -1.8992
C 0.9723 3.1006 -0.4116
C 0.1785 2.9505 0.5120
C -1.1714 2.5613 0.8056
C -1.3305 1.6317 1.8629
C -2.6427 1.4204 2.4083
C -3.6393 1.6069 1.4044
C -3.4924 2.2566 0.2205
C -2.2608 2.9369 0.0220
Ti -2.6947 -0.0708 1.0771
P 1.2286 -0.7111 -0.4467
H 0.6734 3.0635 -3.1027
H 3.0086 4.7538 0.1417
H 2.1712 4.2642 -4.7017
H 4.4158 5.9166 -1.5849
H -2.1197 3.6699 -0.7672
H -0.3976 1.3627 2.3806
H -4.3129 2.3139 -0.4958
H -2.8453 1.0891 3.4212
C 1.9893 -2.4071 -0.2740
C 3.2311 -2.7627 -1.0860
H 1.1657 -3.0940 -0.5253
H 2.1838 -2.5338 0.8026
H 3.4840 -3.8159 -0.9062
H 3.0809 -2.6568 -2.1678
H 4.1152 -2.1898 -0.7805
C 1.6122 -0.1805 -2.1875
C 2.9817 0.4013 -2.5287
H 0.8375 0.5795 -2.3873
H 1.3876 -1.0319 -2.8488
H 3.0143 0.6600 -3.5967
H 3.1822 1.3324 -1.9831
H 3.7959 -0.3160 -2.3642
C 2.3546 0.3437 0.5875
C 3.8526 0.0404 0.6289
H 1.9311 0.2751 1.6003
H 2.1557 1.3718 0.2678
H 4.3761 0.7627 1.2725
H 4.0566 -0.9536 1.0458
H 4.3302 0.1275 -0.3544
Br -4.3489 -1.6958 1.5630
P -1.8805 -1.8629 -1.8061
C -0.7250 -2.6515 -2.9934
C -1.2308 -3.8943 -3.7252
H 0.1558 -2.9210 -2.3861
H -0.4019 -1.8846 -3.7128
H -0.4394 -4.2777 -4.3808
H -1.4877 -4.7110 -3.0417
H -2.1036 -3.6764 -4.3533
C -2.9675 -3.3001 -1.3853
C -4.3077 -3.4274 -2.0969
H -3.1380 -3.1774 -0.3053
H -2.3892 -4.2270 -1.5049
H -4.9209 -4.1687 -1.5649
H -4.8636 -2.4823 -2.1182
H -4.2067 -3.8064 -3.1237
C -2.8893 -0.6638 -2.8102
C -3.2218 -1.0859 -4.2398
H -2.2457 0.2325 -2.8495
H -3.7883 -0.3720 -2.2368
H -3.7250 -0.2578 -4.7591
H -2.3144 -1.3209 -4.8118
H -3.9006 -1.9480 -4.2793
C 1.7275 -0.0845 4.1667
N 0.3651 -0.3506 4.5917
C -0.6664 -0.8261 3.8320
Se -0.7477 -1.3640 1.9983
N -1.7551 -0.8784 4.6562
C -1.4425 -0.3323 5.9109
C -2.2755 0.0561 6.9509
C -1.6637 0.7707 8.0010
C -0.2920 1.1170 7.9585
C 0.5145 0.7452 6.8677
C -0.1018 -0.0028 5.8697
H 2.0816 -0.9068 3.5469
H 2.3541 -0.0135 5.0562
H 1.7902 0.8680 3.6311
H -2.6858 -1.1826 4.3629
H -3.3324 -0.2286 6.8982
H -2.2624 1.0586 8.8660
H 0.1522 1.6825 8.7818
H 1.5718 0.9937 6.7645

Mulliken population analysis, charges in e, atoms 1 to 2:
1. C -0.3770
2. C 0.4236

=====

Entry 2:
Density functional theory data (ωB97M-V/def2-TZVPD) for a structure of composition C33H46F24N8O17S8.

Summary:
**HOMO-LUMO gap (alpha / beta)**: 6.2 / 6.9 eV
**Highest occupied orbital energy (alpha / beta)**: -5.2 / -6.6 eV
**Spin multiplicity**: 2
**Total charge**: -1

Atoms and positions in Å:
C 1.2942 -1.8617 1.6251
C 0.3485 -0.7604 1.1513
C 1.0869 0.3907 0.5101
O 0.0981 1.3498 0.2661
C 0.6979 2.5039 -0.4633
N -0.7193 -1.2631 0.1180
H -1.5528 -1.5554 0.6079
H -1.0973 -0.5538 -0.4937
H -0.3263 -1.9224 -0.5385
H 2.1325 -1.5244 2.2348
H 1.8576 -2.1252 0.7300
H 0.8748 -2.7283 2.1361
H -0.1721 -0.3767 2.0287
H 1.6210 0.0495 -0.3766
H 1.7624 0.7636 1.2800
H -0.0799 3.1108 -0.9269
H 1.1327 2.1287 -1.3898
H 1.3708 3.0958 0.1572
C 4.1830 3.5688 0.3253
C 3.5530 4.8366 0.8752
C 3.9780 5.2075 2.3140
N 3.6331 6.6975 2.7488
C 3.7814 6.9517 4.2627
C 2.6225 6.1922 5.0782
C 1.1837 6.5188 4.5551
C 1.0888 6.2975 2.9885
C 2.2182 7.1159 2.3273
C 4.5858 7.7419 2.1287
H 5.2548 3.7171 0.4568
H 3.8293 3.4067 -0.6929
H 3.8509 2.7043 0.9001
H 2.4653 4.7781 0.8364
H 3.8180 5.6261 0.1719
H 5.0552 5.1867 2.4792
H 3.3899 4.6296 3.0270
H 4.7299 6.5167 4.5777
H 3.7126 8.0030 4.5422
H 2.8809 5.1333 5.0799
H 2.6322 6.6189 6.0812
H 0.4657 5.8448 5.0222
H 0.9378 7.5697 4.7073
H 1.1451 5.2276 2.7878
H 0.0983 6.5288 2.5967
H 2.3243 7.1059 1.2425
H 2.1512 8.1625 2.6245
H 5.5528 7.3666 2.4636
H 4.2980 8.7321 2.4820
H 4.5938 7.6605 1.0418
C -7.1425 -11.5878 0.1775
N -6.6306 -10.1829 -0.2264
C -7.2049 -9.5698 -1.3052
C -6.7019 -8.3428 -1.7054
C -5.6733 -7.6826 -0.9401
C -5.1168 -8.3889 0.1558
C -5.6556 -9.5945 0.5710
C -5.0915 -6.4410 -1.4544
C -4.9491 -6.1791 -2.7890
C -4.4311 -4.9643 -3.2332
N -3.8283 -4.0838 -2.3906
C -3.8862 -4.3287 -1.0466
C -4.5322 -5.5046 -0.5558
C -3.2996 -2.8400 -2.9799
H -8.2187 -11.4648 0.2994
H -6.7446 -11.9558 1.1233
H -6.8404 -12.3986 -0.4854
H -7.9766 -10.1673 -1.7677
H -7.1947 -7.9417 -2.5787
H -4.4046 -7.8159 0.7311
H -5.3359 -10.0743 1.4842
H -5.3522 -6.8440 -3.5385
H -4.3710 -4.7148 -4.2822
H -3.4825 -3.6405 -0.3187
H -4.4968 -5.6969 0.5064
H -2.5934 -2.4668 -2.2383
H -4.1647 -2.2151 -3.2017
H -2.6760 -3.0072 -3.8581
C 0.4820 4.9152 -4.2428
F 0.9543 3.6616 -4.1707
F 0.8417 5.4768 -5.3794
F -0.8918 4.8520 -4.3497
S 1.1632 6.0536 -2.8308
O 1.0773 5.2659 -1.6246
O 2.5581 6.2851 -3.2243
N 0.3362 7.5252 -2.9193
S 0.0703 8.0734 -1.4947
O 1.0124 7.7307 -0.4672
O -0.1459 9.5572 -1.6048
C -1.6091 7.4377 -0.9325
F -1.9782 8.1641 0.1157
F -2.4445 7.6112 -1.9487
F -1.6659 6.1172 -0.6673
C -4.1479 0.9913 0.5508
F -3.7345 1.2366 1.8021
F -5.1976 1.8113 0.3201
F -3.2300 1.2470 -0.3462
S -4.6865 -0.8261 0.5154
O -6.0395 -0.9638 1.0706
O -4.6021 -1.1027 -0.9000
N -3.2753 -1.4871 1.3250
S -3.8879 -2.1697 2.6550
O -4.6304 -1.2479 3.4914
O -4.6719 -3.3980 2.4206
C -2.2750 -2.6571 3.6485
F -2.5362 -3.5678 4.6130
F -1.3672 -3.0722 2.8336
F -1.8575 -1.5462 4.2057
C 0.0115 -0.7908 -3.6270
F 0.2639 -0.1838 -4.8200
F 0.6858 -0.0998 -2.6270
F -1.2986 -0.7377 -3.4667
S 0.5338 -2.6584 -3.6519
O -0.1984 -3.3212 -4.7590
O 2.0161 -2.6699 -3.8067
N -0.1066 -3.1774 -2.1323
S 0.0955 -4.7068 -2.2820
O -1.0181 -5.4155 -2.8900
O 1.4049 -5.0996 -2.8080
C 0.1286 -5.1671 -0.4069
F -0.9168 -4.6386 0.1430
F 0.0538 -6.4656 -0.2877
F 1.2760 -4.5866 0.0846
C 8.7138 0.7947 -0.0013
F 9.2688 -0.3264 0.4622
F 8.8120 1.7302 0.8692
F 9.2656 1.1567 -1.1900
S 6.8128 0.4565 -0.3096
O 6.0849 0.8241 0.9331
O 6.4290 1.2964 -1.4377
N 6.7064 -1.2064 -0.7690
S 5.3386 -1.4581 -0.3462
O 5.1407 -1.8901 1.0473
O 4.2530 -0.5637 -0.7974
C 5.1274 -3.0665 -1.4166
F 3.8450 -3.4591 -1.3605
F 5.3320 -2.7257 -2.6708
F 5.9700 -4.0922 -0.9804

Mulliken population analysis, charges in e, atoms 1 to 2:
1. C -1.3759
2. C 0.7017

=====

Entry 3:
Density functional theory data (ωB97M-V/def2-TZVPD) for a structure of composition C33H46FeN3O2S.

Summary:
**HOMO-LUMO gap (alpha / beta)**: 4.5 / 5.2 eV
**Highest occupied orbital energy (alpha / beta)**: -1.9 / -2.6 eV
**Spin multiplicity**: 5
**Total charge**: -1

Atoms and positions in Å:
Fe -0.0940 -0.1850 0.6274
O -1.2313 -0.4285 2.1763
N -1.0270 -1.5074 2.9162
C -2.0966 -1.9208 3.6183
C -1.8777 -2.7818 4.6517
C -0.5664 -3.2735 4.9368
C 0.4644 -2.9316 4.0667
C 0.2104 -2.1039 2.9739
S 1.2667 -1.9765 1.6076
H -2.9742 -1.3480 3.3819
H -2.6928 -3.0797 5.3058
H -0.4437 -3.8945 5.8183
H 1.4154 -3.4315 4.0055
C -4.5730 -0.6135 -4.3067
C -3.9658 -0.5891 -2.8969
C -4.7048 -0.8639 -1.7307
C -4.1612 -0.6430 -0.4438
C -5.0313 -0.6764 0.7545
C -2.8930 -0.1114 -0.3991
C -1.9806 -0.2832 -1.4897
C -2.6320 -0.2603 -2.7748
N -0.6540 -0.4241 -1.2711
C 0.3232 -0.5881 -2.4117
C 0.4179 0.6795 -3.3330
C 1.5183 0.4563 -4.3732
C 2.9321 0.2522 -3.8224
C 2.8350 -0.9753 -2.8643
C 2.4556 -2.2406 -3.6713
C 1.1158 -1.9841 -4.3450
C 1.1417 -0.7710 -5.2723
C 0.0263 -1.8012 -3.2647
C 1.7161 -0.7565 -1.8135
H -4.5294 -1.5958 -4.7603
H -3.9717 0.0789 -4.9385
H -5.6433 -0.2885 -4.3073
H -5.7336 -1.2755 -1.8394
H -4.5213 -0.5430 1.7803
H -5.5332 -1.6580 0.8795
H -5.8375 0.1059 0.7235
H -2.4689 0.2394 0.4831
H -2.0499 -0.0492 -3.6616
H 0.5972 1.4884 -2.6255
H -0.5092 0.9365 -3.8794
H 1.5721 1.3051 -5.0698
H 3.2176 1.1927 -3.2688
H 3.7068 0.0354 -4.5998
H 3.7942 -1.1523 -2.3587
H 2.4171 -3.1658 -3.0286
H 3.2638 -2.4745 -4.3959
H 0.8988 -2.8538 -4.9499
H 0.1480 -0.6194 -5.7018
H 1.8841 -0.8226 -6.0961
H 0.1167 -2.6832 -2.6043
H -0.9767 -1.7559 -3.6999
H 1.9590 0.2026 -1.2747
H 1.6787 -1.5932 -1.0933
C 4.0679 1.2419 4.2294
C 4.2198 0.4111 2.9534
C 5.0994 1.0285 1.8390
C 4.6790 -1.0262 3.2700
C 2.8473 0.3493 2.3642
C 1.8357 0.0337 1.7548
H 5.0297 1.4961 4.7430
H 3.4576 0.6578 4.9330
H 3.4947 2.1431 4.0616
H 6.1244 1.2673 2.1776
H 4.6566 2.0189 1.5775
H 5.1756 0.4301 0.9090
H 5.6018 -1.0233 3.9007
H 4.8667 -1.5750 2.3303
H 3.8649 -1.5590 3.8076
C -1.9834 4.6232 2.6102
N -1.7731 3.6307 1.5711
C -2.5496 3.8124 0.3559
C -0.8280 2.6063 1.6865
C -0.3154 2.3610 3.1042
O -0.4629 1.9953 0.6768
H -1.1875 4.5390 3.2975
H -2.9602 4.4886 3.0868
H -1.8717 5.5985 2.1248
H -2.1966 4.6878 -0.1707
H -3.5643 3.9772 0.6687
H -2.3669 2.9425 -0.3272
H 0.4096 3.0755 3.5008
H 0.1068 1.3833 3.0822
H -1.1968 2.3869 3.8114

Mulliken population analysis, charges in e, atoms 1 to 2:
1. Fe 0.3830
2. O -0.4938

=====

Entry 4:
Density functional theory data (ωB97M-V/def2-TZVPD) for a structure of composition C33H46GeN4OPS3SeTi.

Summary:
**HOMO-LUMO gap (alpha / beta)**: 4.8 / 8.6 eV
**Highest occupied orbital energy (alpha / beta)**: -6.9 / -10.6 eV
**Spin multiplicity**: 3
**Total charge**: +1

Atoms and positions in Å:
Ti 1.0861 0.1987 1.6124
C 3.2762 2.9254 -0.0028
C 2.4412 3.0906 1.2243
N 1.7029 2.1844 1.8126
C 1.0977 2.7061 2.9659
C 1.3626 4.0010 3.2061
S 2.3968 4.5933 1.9986
C 0.3597 1.7837 3.8391
C -0.2684 2.1004 4.9777
S -0.8686 0.6858 5.7523
C -0.2126 -0.2966 4.4822
N 0.3922 0.4245 3.5015
C -0.3869 -1.7762 4.4742
H 3.4497 1.8758 -0.2032
H 4.2317 3.4359 0.1161
H 2.7715 3.3635 -0.8637
H 1.0336 4.6161 4.0334
H -0.4053 3.0816 5.4131
H -0.5474 -2.1542 5.4866
H 0.5099 -2.2576 4.0756
H -1.2449 -2.0945 3.8662
C 0.1527 -4.2657 1.6863
S -0.2190 -2.6113 1.1532
C -0.2880 -2.9945 -0.5801
O 1.1265 -1.9023 1.4200
H 1.0371 -4.6118 1.1469
H -0.7093 -4.9069 1.4840
H 0.3485 -4.2332 2.7581
H -1.0675 -3.7559 -0.6901
H 0.6862 -3.3664 -0.8982
H -0.5621 -2.0924 -1.1248
N 3.2006 -0.3288 2.4444
H 3.8167 -0.5712 1.6754
H 3.1046 -1.1662 3.0061
H 3.6796 0.3656 3.0025
C 4.9605 -2.3391 -4.4242
Ge 3.5360 -2.2696 -3.1153
C 1.8247 -2.2599 -4.0402
C 3.6607 -3.7706 -1.8809
C 3.7107 -0.6952 -1.9582
Se 2.0089 -0.3620 -1.0580
C 1.4001 0.9891 -2.3109
H 4.8921 -3.2840 -4.9708
H 5.9454 -2.2832 -3.9542
H 4.8634 -1.5198 -5.1407
H 1.5463 -3.2852 -4.2994
H 1.9061 -1.6853 -4.9689
H 1.0276 -1.8340 -3.4221
H 3.2623 -4.6909 -2.3166
H 3.1130 -3.5496 -0.9598
H 4.7094 -3.9413 -1.6220
H 4.0067 0.2207 -2.4743
H 4.4580 -0.9095 -1.1916
H 1.1851 0.5168 -3.2671
H 2.1701 1.7452 -2.4453
H 0.4988 1.4417 -1.8979
N -0.5358 0.1713 0.5589
P -1.8602 0.7273 -0.0351
C -1.7266 2.2912 -0.9490
C -2.4995 2.5946 -2.0693
C -2.3504 3.8181 -2.7170
C -1.4367 4.7500 -2.2462
C -0.6757 4.4658 -1.1183
C -0.8189 3.2427 -0.4761
C -2.6091 -0.4622 -1.1899
C -3.5150 -1.4092 -0.7032
C -3.9345 -2.4643 -1.5090
C -3.4553 -2.5817 -2.8078
C -2.5579 -1.6424 -3.3041
C -2.1343 -0.5926 -2.4985
C -3.1655 1.0513 1.1731
C -2.9159 0.7691 2.5127
C -3.8995 0.9979 3.4712
C -5.1328 1.5028 3.0875
C -5.3873 1.7862 1.7480
C -4.4067 1.5642 0.7933
H -3.2212 1.8790 -2.4445
H -2.9507 4.0419 -3.5909
H -1.3208 5.6995 -2.7561
H 0.0230 5.2020 -0.7356
H -0.2323 3.0156 0.4005
H -3.8989 -1.3171 0.3070
H -4.6397 -3.1917 -1.1233
H -3.7836 -3.4025 -3.4366
H -2.1929 -1.7257 -4.3234
H -1.4250 0.1275 -2.8914
H -1.9486 0.3732 2.7903
H -3.6983 0.7840 4.5148
H -5.9018 1.6799 3.8312
H -6.3508 2.1822 1.4519
H -4.6111 1.7910 -0.2482

Mulliken population analysis, charges in e, atoms 1 to 2:
1. Ti 0.0673
2. C -0.8924

=====

What did we get for energy? Answer: -7956.25074 -8584.18991 -3261.59211 -8442.96779 Ha, in the order shown.